{
  "formula": "C9H11IO3",
  "method": "the ωB97M-V functional and the def2-TZVPD basis",
  "species": ["C", "C", "C", "C", "C", "C", "C", "C", "C", "O", "O", "O", "I", "H", "H", "H", "H", "H", "H", "H", "H", "H", "H", "H"],
  "coordinates": [[2.500, 1.916, -0.364], [2.223, 0.665, -0.297], [0.000, 0.194, 1.347], [1.275, 2.834, -0.576], [0.001, 2.042, -0.499], [0.136, 0.646, -0.174], [-1.017, -1.244, -0.023], [-0.283, -2.637, 0.060], [-2.588, -1.384, -0.280], [-1.026, -0.658, 1.230], [0.304, 3.061, 0.435], [-0.368, -0.261, -0.926], [3.365, -1.025, -0.157], [3.386, 2.358, -0.091], [0.978, -0.185, 1.583], [-0.322, 1.044, 1.910], [1.344, 3.578, -1.322], [-0.869, 2.088, -1.189], [0.787, -2.469, -0.044], [-0.429, -3.275, -0.727], [-0.639, -3.043, 0.990], [-2.823, -2.012, 0.597], [-2.865, -1.811, -1.268], [-3.072, -0.425, -0.215]],
  "nbo_charge": [-0.366, -0.242, -0.111, 0.076, -0.025, 0.387, 0.550, -0.667, -0.629, -0.525, -0.462, -0.503, 0.180, 0.215, 0.186, 0.209, 0.190, 0.200, 0.232, 0.219, 0.228, 0.225, 0.216, 0.219],
  "charge": 0,
  "orbital_gap_ev": 8.8,
  "e_above_lowest_ev": 3.727,
  "fmax_ev_per_a": 7.08,
  "homo_energy_ev": -8.240
}